Here is C28H24Br5N7O8S2SeW as an isolated structure at a distorted geometry from the OMol25 dataset. Energies are from ωB97M-V/def2-TZVPD.

Atoms and positions in Å:
W1 1.2032 -0.7107 -0.4541
Br1 4.0321 -6.0249 -3.9050
C1 2.9522 -4.5734 -3.4310
C2 1.9668 -4.0947 -4.3237
Br2 1.7314 -4.9170 -5.9861
C3 1.1483 -3.0239 -3.9749
Br3 -0.1944 -2.3359 -5.0849
C4 1.3279 -2.4368 -2.7315
O1 0.5879 -1.4467 -2.2150
C5 2.3041 -2.9050 -1.8691
O2 2.3016 -2.2109 -0.7141
C6 3.1266 -3.9758 -2.1842
Br4 4.3809 -4.5561 -0.9256
C7 2.9851 -2.6269 2.1216
O3 1.9322 -1.6792 1.8829
C8 1.7852 -0.6952 2.8312
C9 2.3638 -0.6733 4.0806
C10 2.0359 0.3799 4.9318
Br5 2.7961 0.4160 6.6482
C11 1.1828 1.3959 4.5437
C12 0.6289 1.3989 3.2620
C13 0.9401 0.3330 2.4435
O4 0.3583 0.1176 1.1899
C14 -0.2160 2.5273 2.8414
N1 -1.2347 2.9686 3.5181
C15 -1.6483 4.1051 2.8383
C16 -2.6728 5.0033 3.1397
C17 -2.8213 6.1014 2.3177
C18 -1.9791 6.3135 1.2124
C19 -0.9700 5.4266 0.8888
C20 -0.8274 4.3211 1.7234
N2 0.0700 3.2722 1.7269
H1 3.9475 -2.1171 2.1665
H2 2.9761 -3.3134 1.2841
H3 2.7865 -3.1649 3.0467
H4 3.0398 -1.4458 4.4134
H5 0.9469 2.2092 5.2148
H6 -0.6600 0.5948 0.8798
H7 -3.3029 4.8479 4.0052
H8 -3.5912 6.8302 2.5328
H9 -2.1196 7.1997 0.6082
H10 -0.3070 5.6033 0.0520
H11 0.8751 3.1617 1.1320
C21 -2.5192 -2.6239 -2.2463
N3 -1.5332 -3.6308 -1.8582
C22 -1.3400 -4.8411 -2.4843
C23 -0.3801 -5.5036 -1.7949
N4 -0.0133 -4.6804 -0.7616
C24 -0.7098 -3.5352 -0.8074
S1 -0.6239 -2.2317 0.3340
H12 -2.9260 -2.9072 -3.2118
H13 -2.0221 -1.6609 -2.3284
H14 -3.3126 -2.5881 -1.5029
H15 -1.8982 -5.1251 -3.3591
H16 0.0554 -6.4753 -1.9475
H17 0.6786 -4.8845 -0.0559
C25 -3.9724 3.4054 0.0734
C26 -3.5564 1.9462 0.2578
C27 -2.3835 1.5693 -0.5811
N5 -1.3692 0.8984 -0.1698
N6 -0.4313 0.5804 -1.1364
C28 -0.7240 1.1459 -2.3041
N7 0.0271 1.1062 -3.3815
S2 -2.2594 1.9593 -2.2654
H18 -4.8717 3.6062 0.6512
H19 -4.2072 3.6236 -0.9719
H20 -3.1935 4.0872 0.4036
H21 -4.3822 1.2902 -0.0347
H22 -3.3108 1.7110 1.2948
H23 0.9524 0.6977 -3.3190
H24 -0.2657 1.5479 -4.2371
O5 4.4127 1.9409 -1.1472
Se1 2.9903 1.3764 -0.7976
O6 1.7408 2.2752 -0.3550
O7 2.2664 0.2842 -1.9410
O8 2.9133 0.0369 0.3073

Cartesian forces (eV/Å) of the 2 atoms listed first:
W 0.80 -1.96 -0.29
Br 0.02 -0.02 -0.01

The calculation puts the energy above the lowest of the compared OMol25 structures with the same formula, charge and spin at 19.3 kcal per mole. As for the HOMO-LUMO gap: 4.97 eV. The multiplicity is 1. Its net charge is +2. The max |F| comes out at 2.14 eV/A.

Atomic partial charges in e from the Löwdin method, atoms 1 to 4: 1.862 0.818 -0.739 -0.734

---

Here is a 2-piece molecular cluster, C2H3BrN2S overall at a distorted geometry from the OMol25 dataset. Energies are from ωB97M-V/def2-TZVPD.

Atoms and positions in Å:
C1 -1.5408 -0.4856 0.6882
C2 1.3336 0.8854 -0.8235
N1 -0.6114 -0.9985 0.0524
N2 0.3127 -1.2186 -0.5801
S1 0.1726 1.7271 -0.0841
Br1 2.8232 0.2122 0.1942
H1 -2.6063 -0.3329 0.6274
H2 -1.2362 -0.3141 1.7693
H3 1.3525 0.5250 -1.8438

Cartesian forces (eV/Å) of the 2 atoms listed first:
C -1.24 2.00 5.40
C -0.66 -0.01 1.12

The calculation puts the energy above the lowest of the compared OMol25 structures with the same formula, charge and spin at 69.7 kcal per mole. As for the HOMO-LUMO gap: 8.90 eV. The multiplicity is 1. The max |F| comes out at 5.89 eV/A.

Atomic partial charges in e from the natural (NBO) method, atoms 1 to 4: -0.396 -0.449 0.044 -0.011

---

Here is a 3-piece molecular cluster, C3H13N2O3 overall at a distorted geometry from the OMol25 dataset. Energies are from ωB97M-V/def2-TZVPD.

Atoms and positions in Å:
C1 -0.4171 -0.0638 1.3363
N1 -0.5428 1.0758 0.2910
C2 0.5019 0.8961 -0.6531
O1 1.6994 0.6073 -0.3475
C3 -0.4022 -1.5135 0.7723
N2 -1.3771 -1.6785 -0.3483
H1 0.7703 -0.0152 1.6755
H2 -1.1330 0.0063 2.0826
H3 -0.2641 1.9948 0.8982
H4 0.0258 0.0545 -1.4016
H5 0.6361 1.8580 -1.2480
H6 0.5822 -1.8402 0.3061
H7 -0.5178 -2.2866 1.5037
H8 -2.2185 -1.2109 -0.0866
H9 -1.2147 -1.2748 -1.2964
H10 -2.1890 2.2025 -0.8974
H11 -1.1743 1.8744 -2.0236
O2 -2.1407 2.0540 -1.8209
H12 2.8833 -0.2414 0.6004
H13 3.1028 -1.4346 -0.0961
O3 3.3895 -1.0643 0.7533

Cartesian forces (eV/Å) of the 2 atoms listed first:
C 5.39 -0.23 -1.89
N -0.35 1.09 4.81

The calculation puts the energy above the lowest of the compared OMol25 structures with the same formula, charge and spin at 44.7 kcal per mole. As for the HOMO-LUMO gap: 7.40 eV. The multiplicity is 1. Its net charge is -1. The max |F| comes out at 5.71 eV/A.

Atomic partial charges in e from the natural (NBO) method, atoms 1 to 4: -0.278 -0.690 0.155 -0.947